Density functional theory data (ωB97M-V/def2-TZVPD) for a structure of composition C36H62N4O25S4 in a non-equilibrium geometry.

```
131
Properties=species:S:1:pos:R:3:forces:R:3:lowdin_charge:R:1
H 0.01072 4.71227 0.12955 -0.1 -0.9 0.7 0.080
H 3.47223 -0.43873 5.44990 -0.4 0.3 0.3 0.080
C -4.43038 -2.86153 2.58764 -1.3 -0.3 0.1 -0.283
H 4.98704 4.00137 -0.40366 -0.2 0.7 0.4 0.063
H -0.44555 6.18125 2.10063 -1.2 0.1 -0.3 0.097
O 5.06598 -4.17419 1.20021 0.6 -0.7 0.0 -0.153
C 3.91180 0.54909 5.32739 1.6 0.6 1.1 -0.025
H -0.27759 -0.93575 -0.01146 -0.3 0.2 -0.5 0.136
O 4.19036 0.75194 -0.99073 -1.7 -0.5 0.0 0.045
H -1.59061 -3.18462 -5.34470 -0.5 -0.7 -1.0 0.055
C 1.06190 1.49783 -6.50271 -0.3 1.8 -1.1 -0.258
O 2.76375 -0.99376 -1.37200 -0.5 -4.3 -0.9 0.187
S -8.03704 -1.38213 0.71114 -3.8 -3.0 2.6 0.638
O 1.97483 1.02619 -1.00937 -1.4 -1.3 0.1 0.079
H 2.45418 0.64156 -5.04028 0.0 -0.7 -0.5 0.121
H 2.41597 2.86580 -1.57129 -0.5 0.5 0.3 0.103
H -0.84470 3.89575 -4.42855 0.6 0.6 0.2 0.068
O 2.44478 1.44299 3.63693 0.2 -0.3 -0.5 0.071
C 3.95227 2.08350 -0.40720 1.6 -1.1 0.9 -0.305
C 2.98002 -3.82289 0.34128 -0.2 -1.0 -1.4 -0.159
C 2.59250 4.87234 2.39390 0.4 -0.1 -0.5 -0.159
C 0.12701 0.34285 -6.89983 1.6 -0.3 -0.5 -0.100
C -2.10159 -4.50888 -3.04001 1.1 1.8 -1.0 -0.174
O -1.33575 -0.52191 -1.76507 -0.7 0.4 -0.6 -0.233
C 1.42369 -4.69377 5.33121 1.4 2.3 0.9 -0.152
H -1.83591 1.05770 1.03016 -0.6 -0.1 0.7 0.105
C 2.31311 2.50894 -4.53995 0.1 1.4 0.4 -0.211
N 2.83397 3.38741 -4.00110 -0.3 -0.5 -0.4 0.167
O -1.44442 1.41860 -3.29989 -1.1 -0.7 1.0 -0.260
O -3.60406 0.27104 -2.61405 2.7 1.0 0.4 -0.260
C 4.37619 -3.27596 0.35122 -0.8 2.6 -0.7 -0.183
O 1.40529 -1.99778 3.46468 -0.9 -0.1 -0.5 -0.195
H 1.69231 6.58517 1.48096 0.4 0.4 -0.6 0.060
H 1.38503 6.59806 -3.48673 -0.1 0.6 -0.1 0.133
O -3.75059 -1.69087 2.14786 0.2 0.1 -0.7 0.058
C -0.57634 4.97398 -4.32580 -1.7 -1.4 2.5 -0.084
H -0.20824 -3.87995 -3.46194 0.9 -0.1 -0.4 0.093
O -8.16516 -2.29833 -0.57609 -0.5 0.4 -1.4 -0.216
H 4.46158 3.39576 -2.05700 0.5 0.0 1.4 0.074
H -6.88025 -1.54233 -2.16793 -0.9 -0.3 0.2 0.136
S 0.41481 -2.98861 3.73374 1.0 -1.8 2.4 0.666
H -2.48033 -2.02861 -4.34643 0.6 0.2 -0.4 0.084
C 1.08132 -3.32362 6.02660 0.5 -1.9 -2.1 -0.127
H 2.45704 -5.01569 5.51558 -0.2 0.2 -0.2 0.142
H 0.49403 2.47535 -6.48864 0.5 -0.9 -0.3 0.119
O -2.99153 0.21755 3.03888 -0.3 -1.1 0.5 0.146
C -1.49767 -2.48865 -4.54850 0.0 -0.5 1.2 -0.075
O -3.65338 -1.53027 4.32821 0.1 0.3 0.7 0.083
N 1.36315 7.64581 -0.69389 -0.2 0.1 0.4 0.166
C -1.27263 -0.57614 -0.32990 1.1 1.3 0.7 -0.119
H 4.96698 -0.14106 2.34952 -1.1 0.1 0.7 0.157
H -4.15905 -4.06091 0.79317 -0.2 0.4 -1.5 0.038
H 0.75005 -5.42448 5.64131 -1.2 -1.4 0.4 0.106
C 0.13554 5.29131 2.20685 0.7 -1.1 1.0 -0.236
C -1.40772 0.91234 0.06658 1.3 -0.4 0.5 -0.173
H 4.51429 1.81222 3.68695 -0.3 0.3 0.1 0.136
O 2.94260 0.12272 1.91365 0.6 0.1 0.1 0.032
C 0.86757 7.25386 -1.65069 0.7 0.5 1.1 -0.228
C 1.53486 5.93387 2.31100 0.4 -2.2 0.6 -0.161
C -0.12268 5.34654 -2.89418 1.9 -1.6 -0.6 -0.266
O 2.74345 -4.27520 1.66408 -0.8 0.0 -0.3 -0.198
C 2.49293 2.25755 -0.67062 -0.1 2.5 0.3 -0.139
N -4.55661 -4.10287 -2.33530 1.3 0.1 0.0 0.189
H -4.31054 -4.99160 2.17284 -0.3 -0.5 0.6 0.093
H -4.93753 -3.02341 4.70017 -1.1 -0.4 0.8 0.120
H -1.66054 -5.18689 -2.37921 0.7 -1.1 1.3 0.098
H 4.77392 -3.20553 -0.68370 0.2 -0.3 1.0 0.156
O 1.25865 -4.40089 3.97114 -1.0 0.9 -1.7 -0.214
O 4.16670 -5.89043 2.80329 0.6 -1.1 -0.6 -0.195
C 3.81479 1.01617 3.93760 -0.7 -0.9 -2.2 -0.308
H -0.89659 -2.66977 -2.44623 -0.5 -0.4 -0.1 0.088
H 1.99515 2.65792 0.24006 0.2 -0.2 -1.1 0.103
O -8.81474 -0.17074 0.61723 1.3 -1.2 0.2 -0.237
H -5.54295 -2.65823 2.42944 1.3 -0.5 0.3 0.157
H 5.89209 2.76063 -1.22896 -0.4 -0.2 0.4 0.087
H -0.87609 5.26972 -2.16727 -1.3 -0.3 0.8 0.085
C -3.43508 -4.22842 -2.59847 -2.1 0.2 -0.1 -0.175
H 0.72631 -3.50309 6.98160 -0.2 0.2 2.1 0.113
H -5.67709 -3.04931 0.17207 -0.4 0.9 -0.1 0.098
H 3.56810 1.36244 5.99280 -0.2 -0.8 -0.1 0.105
C -3.42607 -0.89789 3.18264 0.4 1.0 -0.7 -0.563
H 2.19788 -3.11281 0.04635 0.4 -0.3 0.0 0.136
H -3.27393 -3.53080 4.37519 0.1 -0.3 -0.1 0.126
H -0.12040 4.77417 3.15479 0.2 0.7 -0.2 0.121
C 2.04262 0.93750 2.44632 -2.0 0.7 0.0 -0.560
C 3.97777 -0.13045 2.89547 0.8 0.2 -0.8 -0.059
O -6.52698 -1.07109 0.55752 0.8 -1.0 -0.3 -0.211
H -1.03945 3.73135 1.28875 0.2 0.4 -0.3 0.086
H -0.43474 1.42796 0.11110 -0.3 -0.4 -0.5 0.097
H 0.69430 -0.56610 -6.63294 -0.7 0.0 0.0 0.073
H 1.60726 6.48607 3.23158 0.0 0.4 0.3 0.109
S 4.09037 -4.55076 2.38444 -0.4 1.4 2.8 0.558
N 3.38692 4.02838 2.40518 -0.8 0.9 0.0 0.179
C 2.91459 0.12102 -1.13875 3.2 4.5 0.9 -0.575
H 4.32749 -2.24117 0.78547 0.5 -0.8 -0.2 0.133
C 0.46705 6.73632 -2.89981 -0.7 -0.1 -2.5 -0.218
H 4.11622 1.94987 0.69242 0.2 0.3 -0.9 0.129
C -1.10963 -3.32675 -3.30117 -0.3 0.6 0.2 -0.217
H -1.99009 -1.23010 0.13802 -0.8 -0.1 -0.3 0.112
H -0.22977 7.42530 -3.45232 0.8 -0.4 0.6 0.147
H 3.05390 -4.75069 -0.26029 -0.7 0.6 -0.2 0.145
H -0.72235 -1.81658 -4.93361 -0.3 0.3 0.7 0.061
H 0.90599 1.01704 -4.31318 0.7 0.6 -1.4 0.142
C -7.00123 -2.33922 -1.41458 0.9 -0.6 0.1 -0.162
H -0.03903 0.25950 -7.99066 0.1 0.4 0.5 0.080
H -2.86313 -4.07530 1.93003 1.2 -0.1 0.0 0.060
O -8.43498 -2.41153 1.76238 1.9 3.7 -2.4 -0.305
H 0.70344 4.65152 -2.57934 -0.7 0.5 -0.1 0.102
S -2.24168 0.72438 -2.31142 -0.6 -0.7 0.9 0.688
C 4.87803 3.14400 -1.02709 -0.5 -1.3 -1.9 -0.009
C -4.08943 -2.87479 4.09890 0.6 0.7 -1.2 -0.050
H -6.99605 -3.37408 -1.87509 0.2 1.5 0.6 0.131
H -5.00963 -1.56687 -0.62609 0.2 -0.3 -0.6 0.119
H 0.64902 3.39679 1.22090 0.2 0.2 0.2 0.016
O 0.96634 1.17627 1.91375 1.9 -0.2 1.1 0.105
O -0.05714 -2.91738 5.26356 0.3 0.9 -0.6 -0.181
C -3.91366 -4.06559 1.81325 -0.5 0.6 1.2 -0.001
O -0.78676 -3.22388 3.02748 0.2 0.3 -1.1 -0.202
H -1.55067 5.44349 -4.39778 0.0 0.6 -1.0 0.075
H 1.91361 -2.65795 5.85825 0.1 0.5 0.5 0.117
H 3.73995 -1.11788 3.26988 0.3 -0.2 0.4 0.088
O 4.16964 -3.57065 3.42860 0.6 0.1 -0.4 -0.242
H 1.91163 1.63107 -7.23136 -0.9 -0.2 0.6 0.128
C -0.05764 4.21322 1.13669 -0.5 1.2 -0.8 -0.087
C -5.90933 -2.10843 -0.37147 0.1 0.0 1.1 -0.118
O -2.26952 1.51159 -0.88179 -0.7 -0.2 -2.1 -0.181
H -2.06908 -4.97970 -4.00656 -0.8 -0.6 -0.4 0.118
H 5.00508 0.45536 5.54779 -0.7 -0.1 -0.1 0.110
H -0.82274 0.41099 -6.39972 -0.3 -0.2 0.3 0.063
H 0.18583 5.22997 -4.99670 0.7 0.6 -1.3 0.052
C 1.65023 1.36570 -5.12470 -0.5 -1.4 2.3 -0.215
```
Positions in Å, forces in eV/Å.

* frontier orbital gap: 0.3868 Ha
* maximum force: 5.61 eV/A
* lowest unoccupied orbital energy: 0.14 eV
* energy: -5101.58335 Ha